{
  "formula": "C64H56GeN4O4OsS2",
  "method": "ωB97M-V with the def2-TZVPD basis set",
  "charge": 2,
  "e_tot_ev": -162069.8693,
  "homo_ev": -12.36,
  "gap_ev": 6.757,
  "e_above_lowest_kj_mol": 0.0,
  "mol_weight_g_mol": 1272.15,
  "elements": ["Os", "C", "N", "C", "C", "C", "C", "C", "C", "C", "C", "H", "H", "H", "H", "H", "H", "H", "H", "H", "H", "H", "H", "S", "C", "C", "C", "C", "C", "C", "N", "C", "C", "C", "C", "C", "C", "C", "C", "N", "C", "C", "C", "C", "C", "S", "C", "H", "H", "H", "H", "H", "H", "H", "H", "H", "H", "H", "H", "O", "C", "O", "C", "C", "Ge", "C", "C", "C", "C", "C", "C", "C", "C", "C", "C", "C", "C", "C", "C", "C", "C", "C", "C", "H", "H", "H", "H", "H", "H", "H", "H", "H", "H", "H", "H", "H", "H", "H", "H", "H", "H", "H", "C", "O", "C", "C", "C", "C", "C", "C", "N", "C", "C", "C", "C", "C", "C", "C", "O", "H", "H", "H", "H", "H", "H", "H", "H", "H", "H", "H", "H", "H"],
  "positions_angstrom": [[0.893543, -0.175148, -0.962730], [1.499925, -1.733488, -3.742776], [0.650366, -1.802136, -2.516970], [-0.740441, -1.951666, -3.024361], [1.114640, -3.050655, -1.819977], [2.432924, -2.706144, -1.191519], [3.431789, -3.645986, -0.978604], [4.617418, -3.263694, -0.370983], [4.788614, -1.942144, 0.013932], [3.785858, -1.005087, -0.207157], [2.589719, -1.366118, -0.822086], [1.418587, -2.689737, -4.260040], [2.538093, -1.569887, -3.473695], [1.139211, -0.973515, -4.425757], [-0.787760, -2.825041, -3.677915], [-0.995644, -1.067383, -3.607699], [-1.445491, -2.076512, -2.215163], [1.209777, -3.853459, -2.554477], [0.360449, -3.361269, -1.103133], [3.284226, -4.674953, -1.286258], [5.398471, -3.991045, -0.196734], [5.707888, -1.638380, 0.499286], [3.946417, 0.008231, 0.126044], [3.161995, 2.317824, -7.233881], [4.663750, 1.612860, -7.632643], [5.092665, 0.748841, -6.671629], [4.183458, 0.656828, -5.587670], [3.083468, 1.458836, -5.742691], [1.940757, 1.598093, -4.840804], [1.999620, 1.005770, -3.568522], [0.985140, 0.979026, -2.725991], [-0.109497, 1.731623, -3.019074], [-0.248248, 2.402549, -4.233447], [-1.410950, 3.221791, -4.443433], [-2.321416, 3.404590, -3.463581], [-2.164769, 2.763691, -2.185139], [-3.013534, 2.975736, -1.092746], [-2.766404, 2.354338, 0.118304], [-1.698268, 1.429346, 0.159176], [-0.886025, 1.211924, -0.856280], [-1.088268, 1.894323, -2.001853], [-3.552769, 2.656534, 1.314643], [-4.449307, 3.680485, 1.477137], [-5.007272, 3.728118, 2.776815], [-4.521915, 2.745310, 3.584606], [-3.396011, 1.757018, 2.775827], [0.780601, 2.268500, -5.174811], [5.148644, 1.869729, -8.560950], [6.014086, 0.190082, -6.739808], [4.351318, 0.016459, -4.731348], [2.912233, 0.538470, -3.221410], [-1.521347, 3.719321, -5.398558], [-3.175118, 4.051882, -3.617443], [-3.852046, 3.651900, -1.199823], [-1.517010, 0.852549, 1.059830], [-4.698524, 4.391350, 0.702351], [-5.733887, 4.459232, 3.097165], [-4.775548, 2.537946, 4.611796], [0.674886, 2.743384, -6.143614], [0.816465, -0.785362, 1.050662], [-0.211302, -1.493197, 0.867615], [-0.617137, -1.448857, -0.344228], [-0.903408, -2.283545, 1.910158], [-2.056727, -1.479534, 2.523262], [-3.204666, -2.553277, 3.730882], [-4.825198, -1.521933, 4.025630], [-5.618578, -1.127677, 2.945619], [-6.774668, -0.387881, 3.143390], [-7.150673, -0.023330, 4.429834], [-6.368502, -0.399067, 5.512139], [-5.212523, -1.143457, 5.309915], [-3.592112, -4.241200, 2.837459], [-4.839160, -4.514936, 2.277629], [-5.078414, -5.720155, 1.629658], [-4.072364, -6.670111, 1.534413], [-2.828688, -6.419466, 2.098805], [-2.594176, -5.215264, 2.746869], [-2.236433, -2.896576, 5.375509], [-2.747267, -3.820602, 6.288482], [-2.091171, -4.073105, 7.483980], [-0.908745, -3.408267, 7.780197], [-0.385860, -2.490642, 6.881259], [-1.049493, -2.236452, 5.687851], [-0.166882, -2.574838, 2.660331], [-1.300733, -3.184402, 1.436305], [-2.710094, -1.110811, 1.726433], [-1.681540, -0.613441, 3.070076], [-5.343325, -1.410753, 1.933857], [-7.386586, -0.100210, 2.297802], [-8.056360, 0.547842, 4.587970], [-6.662825, -0.121207, 6.516097], [-4.614305, -1.439923, 6.164499], [-5.642323, -3.792379, 2.362292], [-6.055593, -5.922735, 1.210550], [-4.262475, -7.613232, 1.038828], [-2.049545, -7.169506, 2.049307], [-1.631102, -5.050940, 3.221173], [-3.663038, -4.357048, 6.063014], [-2.500161, -4.789471, 8.184394], [-0.394628, -3.607822, 8.711180], [0.536202, -1.972260, 7.111286], [-0.632718, -1.505709, 5.001499], [6.296024, 3.126644, -4.800298], [5.561715, 2.755922, -3.627762], [4.381213, 3.381010, -3.395953], [3.698008, 4.154816, -4.319139], [2.504507, 4.760266, -3.948524], [1.994989, 4.610058, -2.668125], [2.680286, 3.850284, -1.732036], [3.864242, 3.229839, -2.096941], [4.748932, 2.582804, -1.198543], [4.710249, 2.352310, 0.081972], [3.641532, 2.380356, 1.022721], [4.013338, 2.791999, 2.326269], [3.095627, 2.874258, 3.336709], [1.778799, 2.477756, 3.071698], [1.407414, 1.991524, 1.839450], [2.321906, 1.908863, 0.778278], [2.015672, 1.414507, -0.404142], [7.212635, 2.546865, -4.772252], [6.523993, 4.192872, -4.780712], [5.737134, 2.874911, -5.701807], [4.091944, 4.297541, -5.314565], [1.979044, 5.372852, -4.670143], [1.075268, 5.104086, -2.384410], [2.308609, 3.775716, -0.721087], [5.652144, 2.436569, -1.643729], [5.693676, 2.144931, 0.494849], [5.042698, 3.080559, 2.503659], [3.381996, 3.224756, 4.317252], [1.035598, 2.528480, 3.857363], [0.396575, 1.648336, 1.684339]],
  "atomic_forces_ev_per_a": [[0.1, 0.0, -0.2], [-0.1, 0.0, 0.0], [0.0, -0.2, -0.1], [0.1, 0.0, 0.0], [0.1, 0.1, -0.1], [-0.1, 0.0, 0.1], [-0.1, 0.0, -0.1], [0.0, 0.0, 0.0], [0.0, 0.0, 0.0], [0.0, -0.1, -0.1], [0.0, 0.1, 0.0], [0.0, 0.0, 0.0], [0.0, 0.0, 0.0], [0.0, 0.0, 0.0], [0.0, 0.0, 0.0], [0.0, 0.0, 0.0], [0.0, 0.0, 0.1], [0.0, 0.0, 0.0], [0.0, 0.1, 0.1], [0.0, 0.0, 0.0], [0.0, 0.0, 0.0], [0.0, 0.0, 0.0], [0.0, 0.0, 0.0], [0.0, 0.0, 0.0], [0.0, -0.1, -0.1], [-0.1, -0.1, -0.1], [0.0, 0.0, 0.0], [0.0, -0.1, -0.1], [-0.1, 0.0, 0.0], [0.3, 0.2, 0.2], [-0.1, -0.2, -0.3], [-0.1, 0.0, 0.0], [0.0, 0.0, -0.1], [0.0, 0.0, 0.0], [0.0, 0.0, 0.0], [0.0, 0.0, 0.0], [0.0, 0.0, 0.0], [0.0, 0.0, 0.0], [-0.1, 0.0, -0.1], [0.0, 0.0, 0.2], [0.0, -0.1, 0.0], [0.0, 0.0, 0.0], [0.0, 0.0, 0.0], [0.0, 0.0, 0.0], [0.0, 0.0, 0.0], [0.0, 0.0, 0.0], [0.1, 0.0, 0.0], [0.0, 0.0, 0.0], [0.0, 0.0, 0.0], [0.0, 0.0, -0.1], [-0.1, -0.1, -0.1], [0.0, 0.0, 0.0], [0.0, 0.0, 0.0], [0.0, 0.0, 0.0], [0.0, 0.0, 0.0], [0.0, 0.0, 0.0], [0.0, 0.0, 0.0], [0.0, 0.0, 0.0], [0.0, 0.0, 0.0], [0.2, 0.1, 0.2], [0.1, -0.1, 0.1], [-0.3, 0.2, -0.1], [-0.1, 0.0, 0.0], [0.0, 0.0, -0.1], [0.0, 0.0, 0.0], [0.0, 0.1, 0.0], [0.0, 0.0, 0.0], [0.0, 0.0, 0.0], [0.0, 0.0, 0.0], [0.0, 0.0, 0.0], [0.0, 0.0, 0.0], [0.0, 0.0, 0.0], [0.0, 0.0, 0.0], [0.0, 0.0, 0.0], [0.0, 0.0, 0.0], [0.0, 0.0, 0.0], [0.0, 0.0, 0.1], [0.0, 0.0, 0.0], [0.0, 0.0, 0.0], [0.0, 0.0, 0.0], [0.0, 0.0, 0.0], [0.0, 0.0, 0.0], [0.0, 0.0, 0.0], [0.0, 0.0, 0.0], [0.1, 0.0, 0.0], [0.0, 0.0, 0.0], [0.0, 0.0, 0.0], [0.0, 0.0, 0.0], [0.0, 0.0, 0.0], [0.0, 0.0, 0.0], [0.0, 0.0, 0.0], [0.0, 0.0, 0.0], [0.0, 0.0, 0.0], [0.0, 0.0, 0.0], [0.0, 0.0, 0.0], [0.0, 0.0, 0.0], [0.0, 0.0, 0.0], [0.0, 0.0, 0.0], [0.0, 0.0, 0.0], [0.0, 0.0, 0.0], [0.0, 0.0, 0.0], [0.0, 0.0, 0.0], [-0.1, 0.1, -0.1], [0.0, 0.0, 0.1], [0.0, 0.1, 0.0], [0.1, 0.2, 0.1], [0.0, 0.0, 0.0], [0.0, 0.0, 0.0], [-0.1, 0.0, 0.0], [0.0, 0.1, 0.0], [0.0, 0.0, -0.1], [0.1, 0.1, 0.0], [0.0, 0.0, 0.1], [0.0, 0.0, 0.0], [0.0, 0.0, 0.0], [0.0, 0.0, 0.0], [-0.1, 0.0, 0.0], [0.2, -0.1, 0.0], [-0.3, 0.1, 0.2], [0.0, 0.0, 0.0], [0.0, 0.0, 0.0], [0.1, 0.1, 0.1], [0.0, 0.0, 0.1], [0.0, 0.0, 0.0], [0.0, 0.0, 0.0], [0.0, 0.1, -0.1], [0.0, 0.0, 0.0], [0.0, 0.0, 0.0], [0.0, 0.0, 0.0], [0.0, 0.0, 0.0], [0.0, 0.0, 0.0], [0.0, 0.0, 0.0]],
  "mulliken_charge": [3.938, -1.654, -0.131, -0.998, -1.616, 0.926, -0.867, -0.925, -0.961, -1.100, 1.026, 0.477, 0.336, 0.768, 0.516, 0.272, 0.101, 0.794, 0.269, 0.537, 0.424, 0.496, 0.633, -0.139, -0.380, -0.947, -0.428, 0.372, 1.523, -1.772, 1.332, -0.330, 0.558, -1.178, -1.217, 0.791, -0.986, 0.066, 0.539, 0.210, -0.649, 0.700, -0.713, -0.891, -0.414, 0.277, -0.794, 0.500, 0.453, 0.587, -0.137, 0.515, 0.527, 0.494, -0.543, 0.403, 0.459, 0.502, 0.600, -1.070, -0.525, -1.071, -0.688, -1.261, 2.341, -0.166, -0.061, -0.878, -0.535, -0.778, -0.243, 0.115, -0.391, -0.711, -0.524, -0.816, -0.194, -0.156, -0.311, -0.748, -0.467, -0.725, -0.146, 0.281, 0.327, 0.457, 0.492, 0.401, 0.437, 0.428, 0.426, 0.339, 0.377, 0.417, 0.408, 0.430, 0.456, 0.453, 0.414, 0.394, 0.411, 0.307, -0.793, -0.488, 1.332, -0.387, -1.199, -0.577, -0.424, -0.482, 0.463, -1.234, 1.274, -0.836, -1.194, -0.912, -0.971, 0.686, 1.149, 0.276, 0.427, 0.239, 0.714, 0.461, 0.489, 0.451, 0.304, 0.478, 0.484, 0.423, 0.577, 0.472]
}